Entry 1:
3 unconnected molecules or ions with the total composition CH9N5, computed with ωB97M-V/def2-TZVPD.

Each line ends with the natural charge from an NBO analysis.
Geometry (Å):
C (11.958, -0.892, 0.274)  -0.04
N (12.653, 0.103, -0.182)  -0.21
N (-14.591, 0.741, 0.678)  0.20
N (-14.252, 1.124, -0.385)  -0.34
N (13.293, 1.176, 0.290)  -0.59
N (-15.052, -1.529, 0.023)  -0.38
H (11.892, -1.036, 1.459)  0.26
H (11.495, -1.505, -0.516)  0.26
H (12.749, -0.039, -1.215)  0.44
H (-14.023, 0.505, -1.079)  0.39
H (-14.117, 2.095, -0.718)  0.43
H (13.724, 1.780, -0.443)  0.44
H (13.491, 1.243, 1.346)  0.45
H (-15.110, -2.232, 0.783)  0.38
H (-14.109, -1.532, -0.315)  0.32

Values from the calculation:
energy above the lowest of the compared OMol25 structures with the same formula, charge and spin: 176.4 kcal per mole
2S+1: 1
E_HOMO (spin up / spin down): -16.159 / -16.158 eV
total charge: +2
energy: -8609.9667 eV
HOMO-LUMO gap (spin up / spin down): 6.95 / 6.95 eV

=====

Entry 2:
3 unconnected molecules or ions with the total composition CH9NO3, computed with ωB97M-V/def2-TZVPD.

Each line ends with the natural charge from an NBO analysis.
Geometry (Å):
N (1.050, -0.440, -0.724)  -0.85
C (-0.052, -1.052, -1.400)  0.09
O (-1.368, -0.713, -0.795)  -0.77
H (1.459, -0.982, 0.022)  0.38
H (0.730, 0.460, -0.405)  0.38
H (0.008, -2.136, -1.322)  0.16
H (-0.157, -0.654, -2.403)  0.17
H (-1.630, -1.501, -0.311)  0.46
H (-2.173, 2.372, 0.438)  0.46
H (-1.339, 1.118, 0.248)  0.49
O (-1.318, 2.084, 0.098)  -0.96
H (1.602, -0.290, 3.161)  0.47
H (2.493, 0.419, 2.143)  0.48
O (1.642, -0.058, 2.240)  -0.94

Values from the calculation:
energy above the lowest of the compared OMol25 structures with the same formula, charge and spin: 9.5 kcal per mole
2S+1: 1
E_HOMO: -9.451 eV
SMILES: NCO.O.O
energy: -8815.1957 eV
HOMO-LUMO gap: 10.11 eV

=====

Entry 3:
A molecular structure, CH9O4, computed with ωB97M-V/def2-TZVPD.

Each line ends with the natural charge from an NBO analysis.
Geometry (Å):
C (0.765, 0.216, 2.049)  -0.22
O (0.130, -0.449, 1.018)  -0.90
H (0.398, -0.116, 3.041)  0.12
H (1.847, 0.007, 2.130)  0.13
H (0.668, 1.304, 1.951)  0.13
H (0.813, -2.220, -1.222)  0.44
H (0.704, -0.946, 0.052)  0.50
O (1.196, -1.406, -0.885)  -1.12
H (0.175, -0.096, -1.616)  0.51
H (0.500, 1.363, -1.855)  0.45
O (-0.107, 0.685, -2.170)  -1.00
H (-1.685, 1.152, -0.754)  0.47
H (-1.255, 0.439, 0.476)  0.50
O (-2.062, 0.876, 0.097)  -1.02

Values from the calculation:
energy above the lowest of the compared OMol25 structures with the same formula, charge and spin: 4.2 kcal per mole
2S+1: 1
E_HOMO: -4.576 eV
total charge: -1
energy: -9374.0042 eV
HOMO-LUMO gap: 8.84 eV

=====

Q: Which of these has the highest energy?
A: CH9N5